<P>
108
Properties=species:S:1:pos:R:3:mulliken_charge:R:1 method="wB97M-V/def2-TZVPD" multiplicity=1 gap_ev=8.90 total_charge=0 smiles=COC[C@H](C)N.COC[C@H](C)N.COC[C@H](C)N.COC[C@H](C)N.COC[C@H](C)N.COC[C@H](C)N.O.O
C 2.45 -2.15 -0.64 -0.18
O 2.69 -3.13 -1.72 -0.39
C 4.13 -3.09 -2.11 -0.53
C 4.55 -4.18 -3.10 0.18
C 5.87 -3.80 -3.97 -1.40
N 3.46 -4.37 -4.04 -0.67
H 3.36 -1.84 -0.13 0.39
H 1.83 -2.71 0.06 -0.02
H 1.87 -1.26 -0.90 -0.09
H 4.15 -2.14 -2.64 0.27
H 4.87 -2.89 -1.34 0.42
H 4.69 -5.20 -2.73 0.30
H 5.75 -2.94 -4.63 0.35
H 5.90 -4.63 -4.67 0.42
H 6.81 -3.76 -3.41 0.36
H 3.35 -3.62 -4.70 0.27
H 2.62 -4.36 -3.49 0.22
C -5.99 -0.23 -0.04 -0.64
O -5.17 0.31 0.95 -0.35
C -4.06 -0.43 1.37 -0.23
C -3.70 -0.39 2.79 0.31
C -3.90 0.99 3.43 -1.10
N -2.29 -0.78 2.90 -0.34
H -6.52 -1.17 0.14 0.33
H -5.31 -0.56 -0.82 0.17
H -6.73 0.48 -0.38 0.26
H -4.00 -1.47 1.05 0.45
H -3.24 0.02 0.80 -0.12
H -4.48 -1.04 3.20 0.18
H -3.27 1.77 3.00 0.08
H -3.59 0.94 4.48 0.32
H -4.89 1.43 3.31 0.38
H -2.09 -1.05 3.85 0.21
H -2.14 -1.72 2.56 0.17
C -1.23 0.78 7.54 -0.94
O -0.58 0.78 6.28 -0.20
C 0.60 0.00 6.36 -0.82
C 1.46 0.56 5.24 0.65
C 1.00 0.37 3.76 -0.88
N 2.82 0.04 5.22 -0.81
H -0.64 1.19 8.36 0.34
H -1.42 -0.25 7.86 0.38
H -2.20 1.27 7.56 0.27
H 1.24 0.22 7.22 0.36
H 0.42 -1.05 6.16 0.27
H 1.53 1.65 5.34 0.34
H 1.66 0.68 2.95 0.04
H -0.01 0.77 3.66 0.25
H 0.82 -0.68 3.53 0.11
H 3.37 0.56 4.55 0.29
H 2.84 -0.88 4.80 0.29
C -0.11 1.71 -2.88 -0.63
O 1.27 1.41 -2.49 -0.52
C 1.62 1.91 -1.22 0.36
C 3.01 1.51 -0.81 1.36
C 3.42 2.02 0.60 -1.39
N 3.94 1.91 -1.77 -0.89
H -0.25 1.14 -3.81 0.41
H -0.35 2.77 -2.96 0.20
H -0.92 1.23 -2.33 0.05
H 1.40 2.96 -1.05 0.46
H 0.84 1.48 -0.58 -0.67
H 3.32 0.47 -0.91 -0.43
H 3.73 3.07 0.60 0.40
H 4.25 1.45 1.00 0.44
H 2.62 1.90 1.33 0.06
H 3.39 1.70 -2.59 0.28
H 4.05 2.91 -1.72 0.27
C -0.25 -4.26 -5.65 -0.41
O -1.05 -4.82 -4.58 -0.39
C -1.11 -4.12 -3.32 -0.44
C -1.75 -2.69 -3.35 0.69
C -1.81 -1.80 -2.07 -1.28
N -3.13 -2.69 -3.85 -0.71
H 0.78 -4.41 -5.35 0.08
H -0.55 -3.23 -5.83 0.28
H -0.44 -4.82 -6.57 0.25
H -1.65 -4.78 -2.63 0.34
H -0.10 -4.07 -2.92 0.02
H -1.02 -2.20 -4.00 0.13
H -0.91 -1.20 -1.94 0.06
H -2.15 -2.27 -1.14 0.34
H -2.73 -1.22 -2.21 0.46
H -3.69 -2.72 -3.01 0.22
H -3.33 -3.57 -4.31 0.31
C -2.02 2.87 0.46 -0.51
O -2.15 4.01 -0.35 -0.39
C -1.46 5.15 0.16 -0.68
C -1.28 6.24 -0.97 0.43
C -0.36 5.81 -2.09 -0.88
N -0.80 7.51 -0.37 -0.81
H -2.16 3.03 1.53 0.50
H -1.09 2.36 0.23 0.01
H -2.70 2.12 0.06 0.23
H -1.81 5.68 1.05 0.40
H -0.45 4.79 0.34 0.22
H -2.27 6.34 -1.41 0.35
H 0.71 5.89 -1.90 0.34
H -0.49 6.40 -3.00 0.40
H -0.49 4.73 -2.18 -0.11
H -0.55 8.16 -1.10 0.29
H 0.16 7.31 -0.15 0.29
O 0.00 -0.65 0.76 0.69
H -0.76 -0.32 1.23 -0.28
H 0.27 -1.42 1.26 0.08
O 0.31 -2.89 2.00 -0.65
H -0.09 -3.35 1.27 0.22
H 0.45 -3.56 2.67 0.27

=====

<Q>
108
Properties=species:S:1:pos:R:3:mulliken_charge:R:1 method="wB97M-V/def2-TZVPD" multiplicity=1 gap_ev=9.06 total_charge=0 smiles=COC[C@H](C)N.COC[C@H](C)N.COC[C@H](C)N.COC[C@H](C)N.COC[C@H](C)N.COC[C@H](C)N.O.O
C -20.36 -0.35 -20.39 -0.35
O -19.23 -0.29 -19.57 -0.17
C -18.17 0.38 -20.19 -1.00
C -16.91 0.29 -19.41 0.79
C -16.99 0.99 -18.05 -1.27
N -15.80 0.77 -20.25 -0.71
H -20.20 -1.08 -21.20 0.34
H -20.67 0.61 -20.82 0.30
H -21.17 -0.80 -19.82 -0.27
H -17.94 -0.12 -21.15 0.34
H -18.41 1.40 -20.55 0.41
H -16.72 -0.76 -19.19 -0.02
H -16.04 1.04 -17.53 0.40
H -17.70 0.42 -17.44 0.28
H -17.40 2.00 -18.14 0.32
H -15.02 1.06 -19.67 0.25
H -16.07 1.56 -20.82 0.24
C -21.75 -5.38 -15.24 -0.75
O -20.85 -4.69 -16.06 -0.42
C -21.05 -3.29 -16.01 -0.68
C -20.13 -2.61 -17.00 1.53
C -18.66 -2.80 -16.61 -1.55
N -20.45 -1.18 -17.11 -0.62
H -21.36 -6.39 -15.08 0.29
H -22.74 -5.47 -15.71 0.25
H -21.90 -4.89 -14.27 0.33
H -22.10 -3.05 -16.20 0.36
H -20.79 -2.92 -15.01 0.36
H -20.15 -3.11 -17.99 -0.20
H -18.42 -2.51 -15.58 0.33
H -18.05 -2.08 -17.17 0.21
H -18.35 -3.81 -16.85 0.39
H -19.99 -0.88 -17.97 0.22
H -21.44 -1.14 -17.36 -0.13
C -23.66 2.66 -16.99 -0.97
O -24.27 1.45 -16.65 -0.02
C -24.35 1.26 -15.25 -1.17
C -24.58 -0.20 -14.90 1.13
C -25.28 -0.34 -13.55 -1.76
N -23.36 -1.01 -14.90 -0.33
H -23.58 2.75 -18.07 0.17
H -22.67 2.75 -16.53 0.42
H -24.22 3.56 -16.70 0.32
H -23.44 1.59 -14.71 0.42
H -25.14 1.89 -14.80 0.41
H -25.27 -0.62 -15.64 -0.22
H -25.49 -1.38 -13.33 0.40
H -26.16 0.31 -13.50 0.42
H -24.63 0.00 -12.74 0.36
H -22.62 -0.48 -14.42 0.36
H -22.89 -0.91 -15.80 -0.09
C -27.04 -1.84 -18.81 -0.60
O -28.29 -1.26 -18.52 -0.26
C -28.98 -1.87 -17.45 -0.68
C -29.56 -3.24 -17.76 0.49
C -30.59 -3.14 -18.85 -1.34
N -30.24 -3.80 -16.57 -0.77
H -26.44 -1.98 -17.89 0.35
H -26.46 -1.14 -19.40 -0.10
H -27.14 -2.81 -19.31 0.33
H -28.35 -1.89 -16.54 0.29
H -29.79 -1.17 -17.21 0.34
H -28.76 -3.91 -18.09 0.28
H -30.83 -4.14 -19.22 0.34
H -30.25 -2.57 -19.72 0.32
H -31.54 -2.74 -18.48 0.35
H -30.91 -3.08 -16.30 0.30
H -29.60 -3.84 -15.78 0.28
C -24.01 -2.33 -23.37 -0.53
O -23.36 -3.26 -22.56 -0.39
C -23.86 -3.32 -21.23 0.27
C -22.80 -3.87 -20.32 1.31
C -22.34 -5.26 -20.75 -1.75
N -23.33 -3.95 -18.96 -0.69
H -25.10 -2.50 -23.39 0.33
H -23.62 -2.43 -24.38 0.31
H -23.78 -1.31 -23.03 0.02
H -24.05 -2.26 -20.95 -0.39
H -24.80 -3.87 -21.21 0.31
H -21.90 -3.23 -20.39 -0.47
H -21.64 -5.71 -20.04 0.46
H -21.85 -5.19 -21.72 0.36
H -23.19 -5.94 -20.79 0.36
H -23.57 -3.01 -18.63 -0.01
H -22.62 -4.33 -18.35 0.26
C -30.49 3.64 -19.84 -0.79
O -29.33 2.87 -20.03 -0.22
C -28.18 3.64 -20.25 -1.02
C -26.99 2.74 -20.19 0.76
C -26.69 2.27 -18.76 -0.77
N -25.83 3.45 -20.79 -0.71
H -30.40 4.29 -18.95 0.33
H -31.34 2.97 -19.74 0.23
H -30.69 4.27 -20.71 0.30
H -28.25 4.21 -21.19 0.44
H -28.09 4.41 -19.46 0.34
H -27.13 1.82 -20.75 0.13
H -27.54 1.74 -18.35 0.34
H -26.47 3.13 -18.11 0.28
H -25.80 1.64 -18.82 -0.13
H -25.01 2.93 -20.49 0.19
H -25.75 4.35 -20.31 0.30
O -23.75 -0.84 -18.39 1.30
H -24.07 -0.57 -19.26 -0.28
H -24.01 -0.13 -17.79 -0.23
O -24.36 0.51 -20.85 -0.59
H -23.71 1.19 -21.08 0.23
H -24.72 0.22 -21.69 0.21

=====

Stability, highest: <Q>

=====

<P>
22
Properties=species:S:1:pos:R:3:nbo_charge:R:1 method="wB97M-V/def2-TZVPD" multiplicity=1 gap_ev=9.84 total_charge=0 smiles="C=C(C)C/C=C/C.O"
C -0.33 1.45 -1.94 -0.41
C 0.00 1.51 -0.65 0.03
C -0.98 2.21 0.23 -0.65
C 1.28 1.01 -0.18 -0.48
C 0.87 -0.11 0.72 -0.19
C 0.81 -1.41 0.34 -0.21
C 0.74 -2.56 1.30 -0.65
H -1.36 1.47 -2.27 0.19
H 0.33 0.93 -2.58 0.18
H -0.86 3.26 0.13 0.23
H -2.02 1.81 0.14 0.22
H -0.73 1.91 1.27 0.20
H 1.74 1.78 0.50 0.21
H 2.14 0.74 -0.90 0.23
H 0.74 0.25 1.80 0.20
H 1.02 -1.45 -0.76 0.22
H -0.01 -2.54 2.07 0.23
H 1.67 -2.63 1.77 0.22
H 0.48 -3.53 0.83 0.23
O -1.73 -1.72 -0.75 -0.96
H -1.23 -1.12 -0.10 0.49
H -2.57 -1.26 -0.96 0.47

=====

<Q>
22
Properties=species:S:1:pos:R:3:nbo_charge:R:1 method="wB97M-V/def2-TZVPD" multiplicity=1 gap_ev=9.11 total_charge=0 smiles="C=C/C(=C/C)CC.O"
C 0.68 -1.96 1.57 -0.38
C 0.69 -0.92 0.78 -0.18
C -0.20 0.13 0.34 -0.04
C -1.05 0.62 1.26 -0.17
C -2.08 1.64 0.97 -0.66
C -0.29 0.27 -1.19 -0.43
C 0.59 1.50 -1.56 -0.60
H 1.62 -2.42 1.81 0.20
H -0.14 -2.36 2.12 0.19
H 1.72 -0.67 0.33 0.16
H -1.12 0.09 2.16 0.21
H -3.10 1.42 1.36 0.22
H -2.30 1.83 -0.11 0.20
H -1.70 2.55 1.45 0.22
H 0.09 -0.50 -1.82 0.21
H -1.32 0.56 -1.33 0.22
H 0.11 2.08 -2.40 0.21
H 1.61 1.21 -1.86 0.20
H 0.66 2.12 -0.70 0.21
O 1.98 -2.60 -0.65 -0.91
H 1.47 -2.87 -1.49 0.46
H 2.10 -1.71 -1.04 0.46

=====

<R>
22
Properties=species:S:1:pos:R:3:nbo_charge:R:1 method="wB97M-V/def2-TZVPD" multiplicity=1 gap_ev=9.91 total_charge=0 smiles="C=CCC(=C)CC.O"
C 0.17 -2.54 0.20 -0.41
C 0.48 -1.65 -0.73 -0.16
C 1.05 -0.27 -0.53 -0.48
C -0.11 0.70 -0.39 0.06
C -0.30 1.68 -1.25 -0.42
C -1.12 0.51 0.72 -0.45
C -2.46 -0.05 0.19 -0.59
H -0.33 -3.47 -0.05 0.20
H 0.38 -2.41 1.26 0.19
H 0.17 -1.87 -1.75 0.20
H 1.68 -0.26 0.36 0.21
H 1.68 0.07 -1.35 0.23
H 0.39 1.79 -2.08 0.19
H -1.02 2.48 -1.13 0.20
H -0.78 -0.12 1.55 0.20
H -1.31 1.49 1.16 0.21
H -3.11 -0.33 1.01 0.20
H -2.97 0.79 -0.29 0.20
H -2.27 -0.86 -0.51 0.21
O 3.42 1.39 0.86 -0.94
H 3.22 0.69 1.49 0.47
H 3.16 2.24 1.24 0.48

=====

<S>
22
Properties=species:S:1:pos:R:3:nbo_charge:R:1 method="wB97M-V/def2-TZVPD" multiplicity=1 gap_ev=9.71 total_charge=0 smiles="C=C(C)O.C=CCC"
C 0.85 0.18 -3.84 -0.51
C 0.63 0.69 -2.64 0.32
C 1.69 0.80 -1.58 -0.67
O -0.63 1.09 -2.25 -0.68
H 1.87 -0.05 -4.12 0.20
H 0.12 0.04 -4.63 0.21
H 2.67 0.74 -2.05 0.23
H 1.66 1.77 -1.07 0.20
H 1.52 0.04 -0.82 0.24
H -0.53 1.70 -1.52 0.47
C 0.52 0.80 1.58 -0.41
C -0.42 -0.09 1.32 -0.16
C -0.72 -1.35 2.07 -0.44
C -2.10 -1.29 2.74 -0.59
H 0.58 1.70 1.00 0.19
H 1.19 0.73 2.44 0.19
H -0.97 0.04 0.38 0.19
H -0.66 -2.23 1.43 0.21
H 0.03 -1.45 2.86 0.20
H -2.85 -1.10 1.97 0.20
H -2.33 -2.24 3.23 0.21
H -2.13 -0.53 3.52 0.21

=====

Stability, highest: <R>